No. 1
The following is a quantum chemistry calculation of one molecule with the formula C5H10NP at a distorted geometry, from OMol25.

The geometry in XYZ format:
```
17
Properties=species:S:1:pos:R:3
C -2.4363 -0.8796 -0.6815
C -1.7356 -0.7677 0.4771
C -1.2230 0.5380 0.9100
C -0.3765 1.2610 -0.0619
N 1.0126 0.8386 -0.2310
P 1.6774 -0.3405 0.5338
C 3.3045 -0.4459 -0.3279
H -2.9257 -1.7909 -0.8880
H -2.3897 -0.1280 -1.3184
H -1.6037 -1.7536 1.1684
H -2.2421 1.2188 1.0367
H -0.8041 0.5131 1.8999
H -0.8238 0.9753 -1.1310
H -0.4119 2.3001 0.1029
H 3.7068 0.4831 -0.7101
H 3.1680 -1.0924 -1.1665
H 4.1033 -0.9294 0.3875
```

LUMO, eV: 0.25
Max |F|, Eh/bohr: 0.115
Spin multiplicity: 1
Structure (SMILES): C=CCC/N=P/C
Total energy, eV: -16123.1699

Here is what Mulliken gives for the atomic charges, in e: C -0.871; C 0.089; C -0.707; C -0.371; N -0.199; P 0.082; C -0.859; H 0.281; H 0.339; H 0.220; H 0.236; H 0.418; H 0.158; H 0.312; H 0.312; H 0.294; H 0.266



No. 2
The following is a quantum chemistry calculation of a 2-piece molecular cluster, C5H10O overall at a distorted geometry, from OMol25.

The geometry in XYZ format:
```
16
Properties=species:S:1:pos:R:3
C 1.3796 -0.1913 0.2154
C 1.9365 1.0207 -0.0336
C 1.3858 2.1206 -0.8048
H 1.5068 -0.6410 1.2042
H 0.6042 -0.6180 -0.4326
H 2.9337 1.2251 0.3553
H 1.9788 2.3627 -1.7495
H 0.3085 1.9740 -1.0816
H 1.4154 3.0308 -0.1356
C -1.1403 -2.1293 0.6472
C -1.9772 -1.1121 0.2633
O -3.3023 -1.2614 0.1273
H -0.2927 -1.8395 1.2399
H -1.4080 -3.1914 0.5206
H -1.6055 -0.0803 0.1359
H -3.7232 -0.6697 -0.4712
```

LUMO, eV: 0.73
Max |F|, Eh/bohr: 0.050
Spin multiplicity: 1
Structure (SMILES): C=CC.C=CO
Total energy, eV: -7391.7028

Here is what Mulliken gives for the atomic charges, in e: C -0.693; C -0.013; C -0.920; H 0.129; H 0.410; H 0.320; H 0.259; H 0.232; H 0.267; C -0.746; C 0.175; O -0.460; H 0.238; H 0.245; H 0.219; H 0.339



No. 3
The following is a quantum chemistry calculation of one molecule with the formula C5H10O at a distorted geometry, from OMol25.

The geometry in XYZ format:
```
16
Properties=species:S:1:pos:R:3
C -0.0391 2.5936 -0.0743
O 0.3803 1.2621 -0.2028
C -0.6156 0.3708 -0.6730
C -0.0282 -1.0671 -0.5576
C -0.2425 -2.2466 0.4908
C 0.9777 -1.5233 0.8100
H -0.9129 2.6818 0.5917
H 0.7929 3.1494 0.3690
H -0.2922 3.0561 -1.0413
H -1.5770 0.5929 -0.1721
H -0.8153 0.5809 -1.7537
H 0.6096 -1.1593 -1.4391
H -0.1302 -3.2807 0.1537
H -1.0652 -2.1221 1.1951
H 1.0166 -0.8650 1.6785
H 1.9411 -2.0235 0.6248
```

LUMO, eV: 1.15
Max |F|, Eh/bohr: 0.061
Spin multiplicity: 1
Structure (SMILES): COCC1CC1
Total energy, eV: -7391.9994

Here is what Mulliken gives for the atomic charges, in e: C -0.730; O -0.241; C -0.575; C -0.268; C -0.352; C -0.470; H 0.304; H 0.238; H 0.277; H 0.338; H 0.291; H 0.265; H 0.239; H 0.240; H 0.205; H 0.238



No. 4
The following is a quantum chemistry calculation of one molecule with the formula C5H10O at a distorted geometry, from OMol25.

The geometry in XYZ format:
```
16
Properties=species:S:1:pos:R:3
C 1.6042 -0.0765 0.9911
C 1.0085 -0.0155 -0.3910
C 0.1139 -1.1027 -0.9583
C -0.4514 0.2413 -0.6111
C -1.4997 0.3532 0.5373
O -0.8232 1.1503 -1.6119
H 2.4783 -0.7346 1.0221
H 1.9212 0.9228 1.3122
H 0.8732 -0.4463 1.7178
H 1.6647 0.4354 -1.1401
H 0.2602 -1.4050 -1.9939
H -0.1905 -1.9029 -0.2897
H -2.5374 0.4608 0.1519
H -1.3620 1.2050 1.2261
H -1.5124 -0.5646 1.1161
H -1.5476 1.4791 -1.0785
```

LUMO, eV: 1.00
Max |F|, Eh/bohr: 0.036
Spin multiplicity: 1
Structure (SMILES): C[C@H]1C[C@]1(C)O
Total energy, eV: -7393.2836

Here is what Mulliken gives for the atomic charges, in e: C -1.330; C 0.015; C -0.962; C 1.211; C -1.720; O -0.559; H 0.356; H 0.316; H 0.263; H 0.350; H 0.283; H 0.243; H 0.532; H 0.334; H 0.380; H 0.289



No. 5
The following is a quantum chemistry calculation of a 2-piece molecular cluster, C5H10O overall, from OMol25.

The geometry in XYZ format:
```
16
Properties=species:S:1:pos:R:3
C -2.3272 0.6230 0.0229
C -0.4294 -1.3413 -0.5052
C 0.4956 -0.8130 0.4528
C 1.9198 -0.8841 -0.1704
C 1.3776 0.4196 0.2256
O 1.0862 1.2992 -0.8072
H -2.0448 1.1849 -0.8721
H -1.8668 1.0634 0.9125
H -3.4130 0.6159 0.1259
H -2.0076 -0.4268 -0.0685
H -0.3040 -0.7412 -1.4295
H 0.4433 -1.1659 1.4824
H 2.6637 -1.3833 0.4407
H 1.9741 -1.0895 -1.2351
H 1.7630 0.8719 1.1411
H 0.3075 1.8111 -0.5499
```

LUMO, eV: 0.38
Max |F|, Eh/bohr: 0.009
Spin multiplicity: 1
Total energy, eV: -7389.8096

Here is what Mulliken gives for the atomic charges, in e: C -0.993; C -0.731; C -0.043; C -0.808; C 0.156; O -0.516; H 0.228; H 0.262; H 0.323; H 0.364; H 0.240; H 0.317; H 0.256; H 0.281; H 0.327; H 0.336



No. 6
The following is a quantum chemistry calculation of one molecule with the formula C5H10O, from OMol25.

The geometry in XYZ format:
```
16
Properties=species:S:1:pos:R:3
C -0.8537 1.5469 -0.6535
C 0.2920 0.5638 -0.9346
C 0.3438 -0.5797 0.0621
C 1.0277 -0.2722 1.3734
C -0.6601 -1.6439 -0.0114
O 0.6679 -1.8574 -0.4773
H -1.1480 1.5360 0.4015
H -1.7434 1.2946 -1.2374
H -0.5781 2.5744 -0.9049
H 1.2579 1.0842 -0.9088
H 0.1913 0.1371 -1.9381
H 2.0859 -0.0545 1.1896
H 0.5820 0.6033 1.8591
H 0.9664 -1.1237 2.0569
H -1.4265 -1.6141 -0.7875
H -0.9344 -2.1932 0.8901
```

LUMO, eV: 1.00
Max |F|, Eh/bohr: 0.006
Spin multiplicity: 1
Structure (SMILES): CC[C@@]1(C)CO1
Total energy, eV: -7393.6183

Here is what Mulliken gives for the atomic charges, in e: C -1.038; C -0.724; C 1.152; C -1.313; C -0.662; O -0.533; H 0.316; H 0.286; H 0.311; H 0.310; H 0.368; H 0.303; H 0.302; H 0.386; H 0.264; H 0.271